Entry 1:
Molecular formula: C3H9NO2
Method: DFT, the ωB97M-V functional and the def2-TZVPD basis

Structure (XYZ):
```
15
Properties=species:S:1:pos:R:3:forces:R:3
C -2.5982 1.1126 -1.0772 -0.476 1.986 3.106
N -1.6894 1.9768 -0.1014 2.456 -1.678 -1.705
C -0.6543 1.0353 0.6226 -0.160 1.553 -1.207
C 0.6906 1.7653 1.0362 1.857 -1.682 -1.136
O 1.8343 1.3872 0.7109 -3.312 0.347 0.459
H -2.0059 0.7609 -1.9367 -0.695 -0.164 0.367
H -3.4228 1.8763 -1.2773 1.127 -1.284 -0.507
H -3.0887 0.3546 -0.3868 0.789 0.428 -1.353
H -1.0202 2.3885 -0.8148 -1.212 0.079 1.074
H -1.1809 0.5119 1.3838 -0.274 0.226 1.450
H -0.3932 0.2108 -0.0037 0.667 -0.411 -0.957
H 0.6899 2.6694 1.6243 -0.766 0.596 0.411
O 4.2184 -5.6137 0.3649 -0.563 -2.130 -3.365
H 4.4388 -4.7225 0.5261 0.413 1.687 0.150
H 4.1818 -5.7135 -0.6709 0.148 0.447 3.216
```
Forces are in eV/Å.

Summary:
ΔE to the lowest compared entry with this formula, charge and spin   306.45 kJ/mol
Structure (SMILES)   CNCC=O.O

Entry 2:
Molecular formula: C2H11N2O
Method: DFT, the ωB97M-V functional and the def2-TZVPD basis

Structure (XYZ):
```
16
Properties=species:S:1:pos:R:3:forces:R:3
C -0.1718 -1.7850 -1.4677 -1.296 0.558 0.951
N -1.2155 -0.6788 -1.6896 1.186 -0.449 0.515
H 0.6146 -1.2597 -0.9413 0.596 -0.363 -0.399
H 0.0462 -2.2866 -2.3893 0.434 0.081 -0.392
H -0.6097 -2.5042 -0.7784 0.014 0.032 -0.009
H -2.1649 -1.0318 -1.5951 -0.064 0.200 -0.442
H -1.0150 0.0092 -0.9174 -0.293 -0.405 -0.038
H -1.0074 -0.2243 -2.5743 -0.584 -0.004 -0.189
N 1.6554 1.2365 1.3249 -0.291 0.237 -0.229
C 0.3629 0.7021 1.6218 -0.308 -0.410 1.556
O -0.4813 0.7310 0.4828 -0.184 0.593 -0.507
H 1.9959 0.9888 0.4083 0.216 -0.338 0.130
H 2.3241 1.0458 2.0562 0.158 0.067 -0.099
H -0.0681 1.2560 2.4670 -0.114 0.459 -0.456
H 0.2870 -0.3146 2.0381 0.413 -0.276 -0.774
H -0.5856 1.6528 0.1977 0.117 0.018 0.381
```
Forces are in eV/Å.

Summary:
Total charge   +1
ΔE to the lowest compared entry with this formula, charge and spin   104.18 kJ/mol

Entry 3:
Molecular formula: C60H159N7O23
Method: DFT, the ωB97M-V functional and the def2-TZVPD basis

Structure (XYZ):
```
249
Properties=species:S:1:pos:R:3:forces:R:3
C -4.5520 -4.5565 10.1336 0.464 -0.509 -0.015
O -3.9125 -3.6198 9.3126 -0.108 0.760 0.184
C -2.8759 -4.0758 8.4835 -1.128 -0.163 -1.950
C -2.5959 -2.8957 7.4717 0.611 0.112 2.243
N -1.7742 -3.3235 6.3510 -0.400 0.346 -0.599
C -2.5706 -3.7337 5.2016 -0.183 0.298 -0.622
C -1.8017 -4.1191 3.9689 0.506 1.038 -0.219
O -1.2943 -2.9637 3.1804 -0.171 -1.951 0.738
C -0.3082 -3.4616 2.2676 1.514 0.887 1.392
H -5.1068 -4.0006 10.8748 -0.607 0.109 -0.129
H -3.8080 -5.0803 10.7091 0.494 -0.589 0.325
H -5.1564 -5.3313 9.6049 0.178 0.730 0.080
H -3.3388 -4.8719 7.8392 0.763 0.025 0.478
H -1.9928 -4.4732 9.0230 -0.351 0.364 -0.228
H -2.0698 -2.0979 8.0654 -0.287 -0.640 -0.689
H -3.5897 -2.4656 7.2453 0.342 -0.264 -0.362
H -1.1574 -2.5715 6.0513 -0.134 -0.073 0.157
H -3.3331 -3.0194 4.8405 0.111 0.336 0.495
H -3.1416 -4.6277 5.4169 -0.123 -0.316 0.515
H -2.4955 -4.6884 3.3660 0.001 -0.110 -0.544
H -0.9732 -4.7644 4.2418 0.390 -0.040 -0.045
H -0.6735 -4.2404 1.6332 -0.457 -0.403 -0.509
H 0.6035 -3.8553 2.8304 -1.132 0.366 -0.547
H 0.0459 -2.5993 1.6983 -0.161 -0.243 -0.103
C -1.7256 7.1029 4.9949 -0.727 -0.991 1.571
O -1.9696 6.2793 3.8935 0.455 -0.228 -0.171
C -1.7088 4.8997 4.1135 0.061 -0.190 -0.941
C -1.5035 4.2974 2.7367 1.170 0.056 0.860
N -0.3214 4.7911 2.0393 -0.813 1.271 -1.202
C 0.9544 4.4270 2.5391 0.951 -0.475 1.359
C 2.0574 4.7178 1.5565 -1.104 -0.704 -0.816
O 2.0473 6.0954 1.3981 -0.610 0.533 0.621
C 3.1655 6.4694 0.6748 0.523 0.690 0.010
H -0.6953 7.4037 5.1269 0.550 -0.120 -0.176
H -2.0498 6.5530 5.9264 0.303 0.690 -0.601
H -2.3208 7.9938 4.9128 -0.338 0.387 -0.169
H -2.5959 4.3986 4.4861 -0.257 0.016 0.672
H -0.8384 4.6623 4.7241 0.057 0.457 0.409
H -2.3858 4.6089 2.2232 -0.566 -0.362 -0.939
H -1.3850 3.2093 2.8690 -0.390 0.259 -0.337
H -0.3564 5.8107 1.9078 -0.190 -0.589 0.161
H 0.8849 3.3998 2.8540 0.276 -0.743 -0.181
H 1.2734 4.9260 3.4760 -0.327 0.263 -0.143
H 1.9113 4.2495 0.5596 -0.260 -0.096 0.290
H 3.0262 4.3635 1.8681 0.547 -0.169 0.664
H 3.0584 6.1585 -0.3568 0.286 -0.095 -0.340
H 4.0122 5.9407 1.1516 0.277 0.628 -0.552
H 3.2466 7.5690 0.7209 0.228 -0.510 0.014
C -1.5769 0.3791 -3.7658 0.476 -0.345 1.346
O -2.6485 1.1888 -4.0576 -1.469 0.948 -1.112
C -2.9158 1.2854 -5.4567 0.864 0.025 -0.340
C -4.1374 2.1245 -5.7587 -0.748 -1.072 -2.228
N -4.0665 3.4132 -5.2379 -0.491 1.901 1.348
C -5.3773 4.1189 -5.3076 0.997 -0.176 1.475
C -5.2165 5.3057 -4.3583 -0.624 0.234 -1.103
O -5.1932 4.8127 -3.0424 0.188 0.514 0.801
C -4.8296 5.8615 -2.1521 1.224 0.710 -0.233
H -1.5056 0.3930 -2.6729 0.311 -0.076 -0.135
H -0.6262 0.6732 -4.2001 0.182 0.426 -0.265
H -1.7342 -0.6359 -4.0683 -0.325 -0.933 -0.354
H -2.9661 0.2890 -5.9046 -0.416 -0.192 0.114
H -2.0361 1.7306 -5.9499 -0.092 0.250 0.134
H -5.0795 1.6798 -5.4417 -0.141 -0.895 0.321
H -4.3018 2.2701 -6.8763 0.611 -0.719 0.930
H -3.8551 3.3107 -4.2406 -0.002 0.306 -0.267
H -6.2196 3.5079 -4.8875 0.487 0.165 -0.478
H -5.6160 4.4230 -6.3253 0.105 0.026 -0.034
H -6.0389 6.0337 -4.5446 0.260 -0.279 0.467
H -4.2722 5.8191 -4.5514 0.095 0.058 -0.237
H -5.4484 6.7396 -2.3566 -0.102 0.039 0.136
H -3.7389 6.2219 -2.2593 -1.352 -0.753 -0.180
H -4.9456 5.5790 -1.1082 -0.210 -0.379 -0.135
C 2.5122 -7.9173 -5.0981 0.900 0.655 0.164
O 2.0015 -6.6485 -5.4781 -0.334 0.006 -0.237
C 2.5849 -6.0895 -6.6647 0.280 0.264 0.609
C 2.5018 -4.5514 -6.5870 -0.728 -0.953 -1.724
N 3.3228 -4.0409 -5.5489 0.584 -1.014 1.333
C 2.9054 -2.7775 -5.0105 1.366 0.779 0.478
C 3.9122 -2.4485 -3.8744 -0.559 -0.060 -0.652
O 3.8576 -3.5059 -2.9574 -0.570 -0.504 -0.004
C 4.8479 -3.5581 -1.9763 1.463 1.294 -0.720
H 3.5013 -7.8443 -4.5841 -0.413 0.185 -0.462
H 2.6259 -8.5680 -5.9535 -0.034 -0.327 -0.314
H 1.8516 -8.3669 -4.3776 -0.522 -0.070 0.137
H 2.1527 -6.4825 -7.6102 -0.070 0.129 0.631
H 3.6342 -6.3693 -6.6228 0.413 0.032 -0.375
H 1.4474 -4.2721 -6.4650 -0.192 -0.048 0.084
H 2.7878 -4.1721 -7.6106 -0.010 -0.149 0.936
H 3.3128 -4.7024 -4.7418 0.006 0.545 -0.986
H 1.8721 -2.7754 -4.6934 -0.540 0.049 0.366
H 3.0439 -2.0007 -5.7649 -0.171 0.112 -0.100
H 3.7068 -1.5035 -3.3523 -0.032 0.069 -0.266
H 4.8873 -2.4131 -4.3827 0.100 0.110 0.354
H 4.8460 -2.6851 -1.3003 -0.365 -0.178 0.020
H 5.8758 -3.5200 -2.4475 -0.827 -0.446 0.390
H 4.6732 -4.4592 -1.4271 0.234 -0.475 0.375
C 6.3369 5.7727 -1.1506 0.571 -0.016 -0.166
O 5.0329 5.5835 -1.6013 -0.169 -0.107 -0.815
C 4.9767 5.2307 -2.9909 0.916 -0.025 1.206
C 3.6110 4.7015 -3.1978 -0.852 0.275 0.390
N 3.5396 4.0467 -4.4531 -0.370 0.000 -0.949
C 2.2617 3.3974 -4.7376 0.108 1.540 -1.417
C 1.6029 2.6431 -3.6139 0.257 -1.148 0.640
O 2.5704 1.6595 -3.1109 -1.284 0.188 -0.554
C 2.0370 0.9628 -1.9826 0.003 0.184 -0.237
H 6.3443 5.5265 -0.1012 0.060 0.075 0.532
H 6.6440 6.8379 -1.2663 0.212 -0.717 -0.165
H 7.0148 5.0317 -1.6436 -0.141 0.839 0.204
H 5.7232 4.4449 -3.1778 -0.157 -0.045 0.020
H 5.2493 6.0678 -3.6342 -0.252 0.280 -0.062
H 2.8785 5.5293 -3.0680 0.179 -0.341 -0.497
H 3.3660 3.9972 -2.4050 0.243 -0.043 0.613
H 4.3718 3.4868 -4.6146 -0.497 -0.232 0.166
H 2.4491 2.8017 -5.6423 -0.339 -0.260 0.416
H 1.5867 4.2401 -5.0932 0.266 -1.038 0.541
H 0.6523 2.1298 -3.8970 0.879 0.218 -0.253
H 1.2821 3.2782 -2.7797 0.352 0.216 -0.001
H 0.9407 0.9082 -1.9800 0.246 0.118 -0.031
H 2.3913 1.4727 -1.1049 -0.147 0.308 0.731
H 2.4251 -0.0482 -1.9334 0.180 -0.251 -0.295
C -2.3497 -5.8656 -0.0225 0.285 -0.886 0.676
O -3.6377 -5.3508 -0.0980 -0.382 0.245 -0.174
C -3.8282 -4.2545 0.7718 -0.397 0.074 -1.115
C -5.2148 -3.6677 0.3851 -0.527 0.759 -0.696
N -5.4724 -3.2569 -1.0576 1.478 -0.046 0.701
C -4.6831 -2.0623 -1.4113 0.316 -0.029 -0.647
C -5.1168 -1.4571 -2.7709 0.007 -0.950 0.507
O -4.6586 -2.3425 -3.7966 -0.299 0.114 -0.655
C -5.0713 -1.9127 -5.1055 0.559 0.604 0.626
H -2.0661 -6.0665 1.0366 -0.005 0.135 -0.433
H -1.6117 -5.2269 -0.4930 0.304 0.345 -0.018
H -2.3640 -6.8238 -0.5301 0.097 -0.162 -0.156
H -2.9290 -3.5885 0.7165 -0.859 0.080 -0.170
H -3.8531 -4.6331 1.7879 -0.225 0.020 0.493
H -5.4042 -2.7734 1.0381 -0.019 -0.743 -0.620
H -6.0355 -4.3989 0.5358 0.814 0.145 0.500
H -5.1230 -4.0015 -1.6803 -0.443 0.175 0.563
H -3.6050 -2.2801 -1.5169 -0.087 -0.044 0.069
H -4.7532 -1.3854 -0.5603 -0.236 0.479 -0.285
H -4.7504 -0.4576 -2.9770 0.445 0.334 0.261
H -6.1948 -1.4150 -2.8083 -0.630 0.007 0.083
H -6.1188 -2.0936 -5.3527 -0.111 -0.461 0.290
H -4.4161 -2.3788 -5.8511 -0.199 0.007 0.266
H -4.9624 -0.8183 -5.1613 0.201 -0.146 -0.141
C 3.8237 -4.5966 1.5733 -0.038 -0.228 1.231
O 3.0161 -3.6426 0.9322 0.964 1.500 1.303
C 2.1020 -4.1133 0.0381 0.105 0.853 -2.350
C 1.4222 -2.9788 -0.7926 0.311 0.498 1.513
N 0.3143 -3.5791 -1.4947 0.539 -0.835 -1.155
C -0.4958 -2.7244 -2.3685 -0.373 -0.708 -0.422
C -1.4001 -3.6854 -3.1706 -0.988 0.061 0.687
O -0.6380 -4.6368 -3.8750 0.882 0.145 0.529
C -1.3652 -5.6664 -4.4759 -0.787 0.136 -0.613
H 4.5179 -5.1574 0.9352 -0.464 -0.018 -0.429
H 3.1875 -5.2919 2.1766 0.479 0.226 -0.495
H 4.4748 -4.0641 2.2812 -0.366 -0.006 -0.164
H 1.3682 -4.7533 0.4539 -0.944 -0.734 0.707
H 2.6777 -4.6542 -0.6962 -0.101 -0.895 -0.641
H 2.2295 -2.4686 -1.3821 -0.734 -0.386 0.033
H 0.9863 -2.2140 -0.1092 0.412 -0.305 -0.271
H 0.6971 -4.3545 -2.0997 -0.671 1.074 0.704
H 0.0988 -2.1094 -3.0513 0.258 -0.027 -0.171
H -1.1622 -1.9999 -1.8489 0.470 -0.601 0.188
H -2.0188 -3.1388 -3.8918 -0.128 0.145 0.179
H -2.1038 -4.1947 -2.4299 0.703 0.432 -0.842
H -2.0101 -6.2059 -3.7753 0.145 -0.038 0.286
H -0.6635 -6.3585 -4.9464 -0.019 0.180 0.094
H -2.0564 -5.2561 -5.2421 0.316 -0.147 0.101
C 1.8758 -2.1426 5.3054 0.015 0.899 -0.123
C 2.9675 -2.7276 4.4098 -1.610 -0.884 0.042
O 3.7439 -3.6983 5.1133 -0.724 0.029 0.364
H 1.2340 -2.8730 5.7777 -0.257 -0.744 -0.235
H 1.2295 -1.4056 4.8068 0.201 -0.349 -0.265
H 2.2661 -1.5940 6.1431 0.667 0.339 0.339
H 3.5909 -1.9931 3.9559 0.671 0.660 0.027
H 2.4530 -3.2440 3.5846 0.165 0.149 -0.068
H 3.0449 -4.1549 5.6193 0.875 -0.086 -0.096
C 7.4473 0.8312 -3.5727 -0.240 -0.070 0.158
C 5.9284 0.6697 -3.5000 0.252 0.647 0.504
O 5.4098 1.9265 -3.0714 1.511 0.065 -0.271
H 7.8217 1.5348 -4.3278 -0.498 -0.188 -0.010
H 7.8838 -0.1353 -3.7528 0.367 -0.451 -0.213
H 7.8420 1.1830 -2.6174 -0.209 -0.034 0.079
H 5.6311 -0.0794 -2.7429 0.401 -0.052 -0.284
H 5.4716 0.3700 -4.4524 0.222 0.029 -0.021
H 4.4768 1.8364 -3.0191 -1.821 0.051 0.087
C -0.4052 0.4297 6.8142 0.033 -0.501 0.273
C -0.5988 1.7295 6.1077 1.352 2.002 1.106
O -0.1698 1.6555 4.7729 -0.401 -0.502 -0.830
H -1.0772 -0.2922 6.3829 -0.103 -0.618 -0.203
H -0.6116 0.4668 7.8718 -0.276 0.305 0.450
H 0.6382 0.1045 6.7412 -0.200 -0.004 -0.288
H 0.1222 2.4546 6.5784 -0.844 -0.282 -0.268
H -1.6041 2.1851 6.1565 0.175 -0.447 0.199
H -0.7495 0.9575 4.3960 0.326 0.039 -0.363
C -3.7742 -0.8047 2.4649 -1.062 -0.380 0.840
C -3.2530 0.0473 3.6131 1.092 -0.162 -1.132
O -1.9507 -0.3983 4.0062 0.418 0.778 0.969
H -3.8678 -1.8669 2.7846 0.265 0.603 -0.101
H -3.2317 -0.7818 1.5340 0.358 0.260 -0.210
H -4.7997 -0.4757 2.3087 -0.174 0.046 -0.428
H -3.9695 -0.0342 4.4292 0.180 0.042 0.316
H -3.1119 1.1272 3.3538 -0.509 -0.773 0.007
H -1.6028 -1.2104 3.6087 -0.663 -0.319 -0.258
C 6.0349 0.9077 0.8524 -0.106 -0.586 0.083
C 4.7487 0.1284 0.5846 1.080 -0.604 1.648
O 4.7101 -0.9936 1.5287 -0.655 0.447 -1.060
H 6.7397 0.1893 1.3146 -0.101 0.597 -0.365
H 5.8343 1.7185 1.5271 -0.019 0.226 0.743
H 6.4508 1.4108 -0.0192 0.050 -0.428 -0.290
H 4.6869 -0.1886 -0.4241 0.056 -0.711 -1.138
H 3.8943 0.7143 0.7853 -1.060 0.979 0.134
H 3.8312 -1.4065 1.3982 0.687 -0.025 0.190
C -3.9136 2.8494 0.0636 -0.128 -0.465 -0.098
C -5.2432 2.7155 0.7294 -1.357 -0.496 0.173
O -5.0496 3.1041 2.0946 -0.857 -0.270 0.442
H -3.9198 2.4993 -0.9602 -0.102 0.042 -0.283
H -3.1538 2.2898 0.5849 0.219 -0.378 0.287
H -3.6208 3.8772 0.1215 0.285 0.703 -0.221
H -5.7295 1.6858 0.6430 0.887 0.966 0.193
H -5.9898 3.4080 0.3036 0.293 -0.161 -0.230
H -5.9358 3.1720 2.5033 0.788 -0.030 -0.218
C 3.8358 2.9981 4.8729 -0.231 0.547 -1.952
C 3.5346 1.7771 4.0089 0.249 -0.074 1.018
O 2.6821 0.8720 4.6825 -1.504 0.415 0.239
H 2.9879 3.6843 4.8726 -0.199 -0.072 0.290
H 4.6522 3.5759 4.4048 -0.026 -0.269 0.451
H 4.0590 2.6582 5.8494 0.422 -0.065 1.061
H 4.4558 1.2186 3.8747 0.134 -0.051 -0.382
H 3.1129 2.0589 3.0555 -0.048 0.121 -0.578
H 1.7842 1.2949 4.8050 1.043 -0.604 -0.319
C 0.6933 0.7630 1.5064 0.068 -0.331 -0.630
C -0.6914 0.4167 0.9532 0.505 0.097 -0.998
O -0.9474 0.8673 -0.4044 0.303 -0.538 0.947
H 1.4500 0.2856 0.8716 -0.013 -0.005 0.111
H 0.8411 0.4021 2.5315 -0.146 0.066 -0.125
H 0.9034 1.8319 1.4733 -0.190 0.059 0.039
H -1.4585 0.7515 1.6086 -0.745 0.717 0.630
H -0.8271 -0.6632 0.9392 0.155 -0.213 -0.224
H -0.9370 1.8395 -0.4399 0.112 0.132 0.132
C -1.6875 3.9652 -2.6895 -0.010 0.677 0.112
C -1.0173 4.6960 -1.5270 -0.366 -0.224 -0.606
O -0.5746 3.7133 -0.5836 -0.055 0.812 0.380
H -1.9197 4.6088 -3.5630 0.400 -0.177 0.490
H -2.6402 3.5919 -2.3447 -0.216 -0.429 0.026
H -1.0490 3.1462 -2.9955 -0.092 -0.200 -0.187
H -1.7297 5.4449 -1.1440 0.148 -0.361 0.511
H -0.1805 5.2680 -1.9005 0.586 0.198 -0.066
H -0.3067 4.1659 0.2743 -0.568 -0.360 -0.517
```
Forces are in eV/Å.

no.,HOMO (eV)
1,-9.9
2,-13.0
3,-8.4